{"formula": "H22O11", "method": "ωB97M-V/def2-TZVPD", "symbols": ["O", "H", "H", "O", "H", "H", "O", "H", "H", "O", "H", "H", "O", "H", "H", "O", "H", "H", "O", "H", "H", "O", "H", "H", "O", "H", "H", "O", "H", "H", "O", "H", "H"], "positions_angstrom": [[-0.2897, 0.2741, 0.7720], [-1.0744, -0.1546, 0.4103], [0.0607, 0.8213, 0.1147], [-2.6713, -4.3214, -1.5088], [-3.5822, -4.4230, -1.8176], [-2.8037, -3.8490, -0.6421], [-2.8643, 0.2562, 3.6079], [-2.5678, -0.6061, 3.6326], [-2.5398, 0.5814, 2.7279], [1.8662, 1.7118, -0.7722], [2.7780, 2.0822, -0.7253], [1.4552, 2.1779, -0.0464], [4.1912, -0.6070, -2.1447], [3.4801, -0.1164, -1.8401], [4.0637, -1.5660, -1.9688], [3.8888, -0.3814, 1.4645], [3.3285, 0.3743, 1.1082], [4.4630, -0.7729, 0.7767], [-4.3361, 0.2366, -1.3034], [-3.7993, 0.0993, -2.1138], [-3.8226, 0.8378, -0.6786], [2.3333, 4.3603, -0.4972], [2.8478, 5.1600, -0.5072], [1.4137, 4.6912, -0.8007], [-4.7375, 2.6854, -1.1311], [-5.0102, 2.4887, -0.3082], [-3.8057, 2.4207, -1.2452], [1.7328, -3.3605, -0.5179], [1.5517, -3.5878, 0.3996], [0.9561, -2.8908, -0.8894], [1.2173, -1.5095, 1.6983], [1.7028, -2.0036, 2.4528], [0.5735, -1.1093, 2.2934]], "lowdin_charge": [-0.02, 0.05, -0.02, -0.09, 0.03, 0.05, -0.04, -0.02, 0.05, -0.07, 0.06, 0.02, -0.04, -0.04, 0.06, -0.10, 0.05, 0.04, -0.10, 0.06, 0.04, -0.08, 0.03, 0.10, -0.02, -0.03, 0.04, -0.08, 0.01, 0.04, -0.12, 0.09, 0.01], "total_energy_ha": -840.7258, "de_lowest_kcal_mol": 96.86, "largest_force_ev_per_a": 5.5, "smiles": "O.O.O.O.O.O.O.O.O.O.O", "orbital_gap_ev": 10.2}

=====

{"formula": "H22O11", "method": "ωB97M-V/def2-TZVPD", "symbols": ["O", "H", "H", "O", "H", "H", "O", "H", "H", "O", "H", "H", "O", "H", "H", "O", "H", "H", "O", "H", "H", "O", "H", "H", "O", "H", "H", "O", "H", "H", "O", "H", "H"], "positions_angstrom": [[0.7401, 0.5702, 0.4657], [0.8339, 1.1074, -0.3290], [-0.1455, 0.7766, 0.7851], [-1.4479, 1.3509, -2.5369], [-0.6891, 0.9445, -2.9706], [-1.3392, 2.2931, -2.7085], [0.9653, -3.0614, -2.6368], [0.5825, -3.9139, -2.8726], [0.2060, -2.4701, -2.5834], [-1.7664, 3.7425, 1.5060], [-0.9198, 3.4267, 1.1704], [-2.3972, 3.0731, 1.2179], [-4.5687, -1.4137, 2.5566], [-5.1117, -1.8060, 1.8636], [-3.9251, -0.8803, 2.0765], [4.5803, 2.1492, -1.5143], [5.0225, 2.9940, -1.6551], [5.1532, 1.5090, -1.9514], [2.7016, -0.7276, -0.0675], [2.0198, -0.7654, -0.7478], [2.2878, -0.2380, 0.6523], [-1.5858, -2.7890, -0.7710], [-1.8202, -2.3777, -1.6106], [-2.4158, -2.8121, -0.2814], [0.1089, -1.0436, 2.1628], [-0.5538, -0.3640, 1.9952], [0.6324, -1.0653, 1.3538], [-3.9257, 1.2756, -0.6128], [-3.2048, 1.8634, -0.8653], [-3.8696, 0.5505, -1.2453], [4.7984, -0.9439, 3.2216], [3.8743, -0.6835, 3.1357], [5.1791, -0.2710, 3.7971]], "lowdin_charge": [-0.09, 0.08, 0.06, -0.05, 0.04, 0.05, -0.05, 0.04, 0.00, -0.05, 0.02, 0.02, -0.05, 0.03, 0.02, -0.07, 0.03, 0.04, -0.06, 0.02, 0.00, -0.05, 0.02, 0.04, -0.05, 0.02, 0.01, -0.06, 0.00, 0.03, -0.06, 0.03, 0.03], "total_energy_ha": -840.7522, "de_lowest_kcal_mol": 80.29, "largest_force_ev_per_a": 2.2, "smiles": "O.O.O.O.O.O.O.O.O.O.O", "orbital_gap_ev": 10.1}